DFT (ωB97M-V/def2-TZVPD) results for 12 unconnected molecules or ions with the total composition C31H90N18O16.

The geometry in XYZ format:
```
155
Properties=species:S:1:pos:R:3:forces:R:3:lowdin_charge:R:1
O -0.39066 5.71551 -0.50753 -0.8717 -2.1097 0.1188 0.03
O -7.58940 3.15426 0.04797 -0.4264 0.0914 -1.2569 0.00
O 3.23634 1.32159 -2.76489 0.2155 -0.0870 -0.0058 -0.20
O 0.58526 -1.58967 5.29743 0.4190 0.1668 2.4994 -0.19
O -4.38154 4.17227 -2.69600 0.2296 -0.3081 -0.3109 -0.04
O -0.73651 -6.74828 3.79683 1.1320 3.4879 -0.5792 -0.20
O -4.85378 0.17917 2.57151 -2.5441 -0.7239 -1.2004 0.02
O -3.47581 -3.32383 -8.23046 0.4988 0.5790 -0.1613 0.03
O 4.46106 0.58375 4.78930 -2.1938 0.6103 1.7566 0.04
O 4.34689 -2.18331 0.91238 -1.2003 1.1148 3.5332 -0.21
O -0.53962 -4.94339 -1.50798 -1.1944 -2.1841 -0.8111 -0.19
O 0.69734 0.36614 1.68232 -0.0922 2.0802 0.1900 -0.22
O -4.16946 0.15426 -6.39683 -0.4114 -3.3944 -1.0289 0.06
O -1.51713 0.26521 -2.46996 0.8564 -2.5310 1.3950 -0.20
O 0.75144 -0.38404 -9.31794 0.2254 -0.1389 0.3113 0.01
O 2.04729 4.37243 5.20474 -0.1626 0.5726 -0.2750 -0.20
N -1.62063 1.26071 0.11188 -0.5077 2.0217 0.4920 -0.02
N -1.17246 -4.10437 1.31052 0.3131 0.2516 -2.8562 -0.07
N 5.34441 0.88482 -0.27650 -1.2537 -0.8759 -0.6409 -0.08
N -2.77650 0.87800 2.77246 1.7427 0.4570 -1.5178 0.19
N 4.36125 0.94011 2.52820 -1.9702 0.6944 -1.7988 0.21
N -4.02895 -5.08405 -6.96329 -1.4933 -3.3709 -0.2991 0.16
N -2.92349 1.93189 -6.13902 4.2770 1.8127 -2.2664 0.17
N -0.85545 -1.84401 -8.75631 -0.7104 -3.0542 0.0185 0.18
N -3.16460 -3.44686 -5.99627 1.9396 3.1039 3.2957 0.18
N 1.05336 1.13581 6.69008 -0.1477 -2.1931 0.4769 -0.05
N -3.82534 0.27128 4.52599 -0.9284 -1.4764 6.5721 0.19
N -0.44556 7.82752 -1.03030 -2.9613 6.0086 -2.7924 0.18
N -6.19739 1.36567 0.18911 2.3023 -5.0714 -4.3867 0.17
N -0.93122 0.21254 -7.94564 -0.2127 1.2561 1.0246 0.14
N 6.19403 0.44011 3.59543 6.2724 -0.7105 -1.4157 0.17
N -4.62189 1.72785 -4.90190 -2.8706 0.4545 3.0734 0.18
N -6.47521 2.53682 1.82969 1.5121 1.7984 7.6344 0.16
N 1.30446 7.05536 -0.14694 5.4449 0.5369 1.9766 0.17
C -6.82057 2.38681 0.61425 -2.7253 3.5451 -1.1191 -0.83
C 0.12818 6.80787 -0.57614 -1.6582 -4.7267 0.7144 -0.86
C 3.25537 4.60684 5.93544 -0.1514 -0.6298 0.0117 -0.11
C 5.52876 -1.52399 0.48338 -0.7603 -1.8354 -2.1305 -0.21
C 0.13560 -4.28351 0.60150 -1.6681 2.4393 1.9491 -0.18
C 0.08699 -1.26793 4.06847 0.4431 -0.7174 -1.4549 -0.15
C -2.62405 1.77059 -0.86547 0.8213 -0.5358 0.1714 -0.16
C -3.88059 0.34332 3.26508 1.1766 1.9400 -3.1375 -0.78
C 3.65924 2.19456 -1.72089 0.0978 -2.5824 -0.3194 -0.19
C -0.50202 -4.79141 -2.89434 0.4180 0.9313 -0.5475 -0.12
C 1.47287 -0.39324 0.81298 -0.3638 -1.2730 0.1472 -0.12
C 1.08914 3.43479 5.70864 1.4372 -0.9512 -0.3814 -0.18
C -2.17502 1.48172 -2.21837 1.3946 -0.2748 -4.0763 -0.27
C 0.59509 1.75318 1.22275 -1.2280 -1.4232 0.8170 -0.17
C 5.22149 -0.57832 -0.72259 1.3578 0.9039 0.6214 -0.13
C -3.91844 1.16536 -5.81706 -0.0194 0.3562 -1.0777 -0.86
C -0.32326 1.94649 0.02592 1.6864 -0.4567 -0.7167 -0.20
C 4.95610 0.70608 3.69439 -3.1776 -0.4136 0.7775 -0.79
C -0.24056 -0.70081 -8.66734 0.9086 2.0226 -1.5867 -0.74
C 2.30921 1.77597 -3.70348 0.1185 -0.0024 -0.8973 -0.11
C 5.10822 1.84838 -1.39264 0.8906 0.7484 0.5887 -0.19
C -3.54095 -3.88060 -7.14392 -0.8132 -0.4128 -3.6890 -0.78
C -0.04911 -3.85828 -0.80670 1.6830 -0.5352 -1.3310 -0.25
C -1.26139 -0.14568 -3.79378 -0.5629 1.2505 -0.3403 -0.10
C 1.89920 -1.05444 5.58870 -0.4005 0.0865 -0.2014 -0.18
C 4.53630 -2.64792 2.29492 -1.2890 -0.7471 -0.8295 -0.07
C 1.71969 2.00659 5.75009 0.0560 0.3132 1.3198 -0.22
C -1.09311 -4.55841 2.62190 0.0808 -1.3863 2.0629 -0.24
C 1.81666 -0.15626 6.83841 -0.3994 -0.1411 -0.0665 -0.17
C -0.70596 -8.11097 3.82462 -2.4947 -0.7394 -0.5151 -0.15
C -1.31197 -6.10150 2.62614 1.0753 -0.0606 1.3526 -0.16
H 4.06336 3.98149 5.55571 -0.0006 -0.2341 -0.1071 0.08
H -0.08917 -0.21400 3.85328 -0.0227 0.2312 0.2811 0.06
H 1.66555 2.57652 -3.33889 -0.3089 -0.2118 0.1612 0.09
H 0.51231 -4.88948 -3.28112 0.2202 -0.9903 -0.0992 0.09
H 6.75941 0.45104 4.43228 -0.0555 -0.2552 -0.4214 0.13
H 1.73131 1.58202 4.74624 0.2366 0.2384 -0.2925 0.10
H -1.91241 0.86851 3.29529 -0.1084 0.1886 -0.5062 0.08
H -2.98493 -2.45298 -6.00093 -0.1297 -0.0189 0.9506 0.11
H 3.19037 4.40727 7.00504 -0.3929 -0.1046 0.1269 0.09
H 5.77472 1.54340 -2.19941 -0.6240 0.0834 -0.7775 0.12
H -0.88668 0.66098 -4.42386 -0.2714 0.6999 -0.0254 0.07
H -0.44384 -0.85063 -3.94462 -0.3138 -0.5791 0.9940 0.08
H -1.25886 -5.38225 -3.41030 0.3609 -0.4245 0.2702 0.09
H 1.71166 7.95511 -0.35844 0.4619 -0.5297 0.6042 0.12
H -2.64054 2.85184 -1.00237 -0.1690 0.2715 1.3561 0.12
H 4.68201 -1.91839 3.09158 0.4228 0.6404 -0.5627 0.07
H -0.79991 -1.86849 3.86639 -0.1904 0.1698 0.1453 0.09
H -0.65794 -3.76950 -3.24003 -0.7107 0.6200 0.4369 0.07
H -5.30896 4.40916 -2.69431 -0.4060 -0.0074 0.1564 0.05
H 5.92656 -2.49403 0.18527 1.9896 0.6875 -1.0825 0.12
H 2.71559 1.92327 6.18521 0.4591 1.0049 -0.7479 0.10
H 3.61484 -3.14242 2.60229 -0.2219 -0.0401 -0.3572 0.08
H -2.20826 -0.47843 -4.21899 0.0671 -0.3758 -0.3978 0.08
H -1.45307 0.27297 -0.01611 -0.1695 -0.0883 -0.2029 0.11
H 0.85429 -1.61559 3.37675 -0.1602 0.2403 -0.8812 0.07
H -4.68472 0.13688 5.03931 0.3690 -0.3456 0.0420 0.13
H -1.38066 7.83274 -1.41196 0.4343 -0.0229 0.1453 0.13
H 6.31838 0.91316 -0.01065 0.2249 0.5432 -0.0575 0.10
H -2.80164 1.13753 1.79670 0.8883 -0.2397 -0.0671 0.07
H 2.76913 -0.02648 7.35226 0.4223 0.5948 -0.7196 0.11
H 3.11854 1.83017 -0.84742 -0.4050 0.8005 0.4051 0.10
H 1.36509 -0.82732 7.56907 -0.8751 0.2991 0.0895 0.11
H -0.23731 3.02847 -0.07427 -1.4079 0.3412 -0.0808 0.12
H -2.37819 -6.32217 2.57524 -0.2976 0.0295 0.1380 0.12
H 3.60153 5.63565 5.83630 -0.4984 0.1461 -0.2819 0.08
H -2.46560 1.64527 -6.99242 0.1326 0.6584 0.1898 0.08
H 2.27841 -0.60837 4.66929 0.0969 0.4772 0.2150 0.09
H -1.75762 -1.99525 -8.32815 -0.1109 -0.3228 -0.4101 0.07
H -3.49144 -4.00267 -5.21887 0.5261 1.3025 0.4216 0.11
H 0.10950 8.66506 -0.92767 -1.1296 0.3855 -0.4659 0.12
H 2.48856 -0.03119 0.65363 0.0024 0.3963 -0.3449 0.06
H -0.12368 -4.17098 2.93527 0.3731 -0.8907 0.6115 0.11
H 0.08995 2.33174 1.99619 0.4528 -0.2544 0.6286 0.12
H 3.51655 3.25517 -1.92788 -0.0842 -0.0909 -0.1422 0.13
H -2.98620 1.54047 -2.94406 -0.2543 0.4960 0.0052 0.10
H 1.78021 0.91115 -4.10389 -0.5376 -0.0007 0.5546 0.08
H -6.70107 3.30119 2.45002 -0.5114 0.0279 -0.8160 0.12
H 1.70903 6.38877 0.49500 0.2811 0.3648 -0.3034 0.13
H -1.58058 -0.06504 -7.22357 0.0528 0.2211 -0.2304 0.07
H -1.75706 -4.10289 3.35659 -0.5542 0.2007 -0.3683 0.11
H 3.36899 0.85915 2.35803 0.0251 0.0187 0.8727 0.09
H -4.12181 -5.32458 -5.98676 -0.5142 -1.1065 -0.8903 0.10
H -5.58711 0.87205 0.82472 0.0256 -0.3577 -0.3633 0.07
H -4.31124 2.64477 -4.61403 -0.9086 -0.3739 1.0060 0.09
H -0.89219 -6.43506 1.67713 0.4037 -0.6272 0.1167 0.11
H 0.62150 3.83417 6.60859 0.2932 -0.4643 0.4676 0.12
H 5.28612 -3.43726 2.34783 0.4400 0.1637 -0.1563 0.09
H 5.41967 2.86631 -1.15830 0.9734 -0.2328 0.9150 0.11
H -0.69370 -3.06582 -1.18697 0.2274 1.0295 1.3637 0.13
H -6.23585 1.10213 -0.78514 -0.1246 -0.0249 0.3534 0.12
H 5.97582 -0.71388 -1.49765 0.5510 -0.2279 0.0398 0.10
H 1.61054 2.11393 1.05895 -0.0443 0.3378 -0.2191 0.11
H -1.77865 -8.30306 3.84787 -0.4061 -1.3941 -0.2461 0.08
H 0.17582 0.80911 6.31151 -0.5300 0.1861 0.0158 0.08
H -2.94446 0.30325 5.01908 -0.4670 0.1129 0.0340 0.12
H 4.33965 -0.80988 -1.31995 -0.6190 0.1529 0.9077 0.12
H 6.18368 -1.14644 1.26864 -0.3895 0.5111 0.0595 0.09
H 0.28856 3.29283 4.98267 -0.0249 0.8032 -0.3141 0.11
H 0.25203 1.63675 -0.84655 -0.0706 -0.4586 -0.5082 0.10
H -1.78725 -4.64402 0.71813 -0.8571 -0.0223 0.3007 0.10
H -0.62480 1.16659 -8.07215 0.0033 -0.2858 0.4468 0.10
H -4.39386 -5.62672 -7.73300 0.0153 0.0743 0.4616 0.13
H 0.98193 -3.72257 -1.13326 0.3431 0.6932 -0.5257 0.12
H 2.57512 -1.88440 5.79459 -0.0529 -0.2028 0.1830 0.12
H -3.66112 1.44671 -0.77780 0.2099 -0.3387 0.9605 0.11
H 0.90254 -0.57552 -0.09784 0.4259 0.0721 -0.5387 0.10
H -5.85060 1.87980 2.27498 -0.1197 -0.0448 -0.0654 0.07
H -0.36610 -8.52332 4.77465 0.7647 0.3199 -0.2904 0.09
H -2.69724 2.80288 -5.68045 0.0671 -0.3425 -0.3239 0.12
H 4.83554 1.11467 1.65374 0.3798 -0.1128 -0.0448 0.05
H -0.47973 -2.53033 -9.39497 -0.1815 0.0916 0.3083 0.12
H -3.92013 5.00847 -2.63195 0.1897 0.2054 0.0999 0.04
H 6.55110 0.23710 2.67272 0.6082 0.2255 0.5564 0.09
H 0.74410 -3.55753 1.14074 0.5567 0.0698 -0.3219 0.10
H 2.79536 2.12926 -4.61285 0.4300 0.5250 -0.0097 0.08
H -1.37613 2.16711 -2.50139 -0.2661 0.9861 -0.1453 0.12
H -0.30818 -8.52531 2.89824 0.5050 -0.4107 0.2313 0.09
H 1.60028 -1.36159 1.29689 0.0373 -0.1130 -0.0412 0.07
H -5.23307 1.05974 -4.45449 -0.3673 0.9895 0.5744 0.13
H 0.63707 -5.24488 0.71280 -0.2471 -0.3213 -0.3305 0.13
```
Forces are in eV/Å.

## Properties
- SMILES string = COCCNCCOC.COCCNCCOC.COCCNCCOC.COCCNCCOC.NC(N)=O.NC(N)=O.NC(N)=O.NC(N)=O.NC(N)=O.NC(N)=O.NC(N)=O.O
- orbital gap (Ha) = 0.3178
- HOMO energy (eV) = -8.67
- calculated total energy (hartree) = -3424.36110
- multiplicity = 1
- net charge = 0